No. 1
This record from the Open Molecules 2025 dataset describes one molecule with the formula C15H22N2O4 at a distorted geometry. The level of theory is ωB97M-V with the def2-TZVPD basis set.

The geometry in XYZ format:
```
43
Properties=species:S:1:pos:R:3:forces:R:3:nbo_charge:R:1
O 0.44808 0.40907 1.45219 0.01 0.01 -0.01 -0.639
C -0.13873 -0.42730 0.78615 0.04 0.01 -0.03 0.681
N 0.52030 -1.39396 0.09403 0.02 -0.01 -0.07 -0.613
C 1.96754 -1.48759 0.09678 0.23 -0.09 0.06 -0.187
C 2.42888 -2.32342 1.28156 0.07 -0.08 0.06 -0.056
O 3.84186 -2.41036 1.23068 -0.04 0.01 0.01 -0.715
C 2.35483 -2.15660 -1.22427 -0.40 0.13 -0.22 0.714
O 1.75023 -3.12319 -1.61235 0.08 0.03 -0.01 -0.546
N 3.28370 -1.52391 -2.10294 0.11 0.25 0.31 -0.194
C 2.58593 -0.47361 -2.88248 -0.03 -0.25 -0.16 -0.241
C 3.76376 0.35975 -3.34307 0.01 0.00 0.03 -0.438
C 4.63812 0.35590 -2.08974 -0.01 -0.01 -0.01 -0.077
O 4.19881 -0.75385 -1.29660 -0.02 -0.03 0.01 -0.393
C -1.63751 -0.42713 0.63315 0.01 0.00 -0.03 -0.290
C -2.46394 0.06199 1.84382 -0.14 -0.16 -0.01 -0.397
C -3.33963 0.83049 0.85821 0.34 0.31 -0.31 -0.060
C -2.23557 0.74619 -0.19515 0.09 -0.03 0.15 -0.377
C -4.76602 0.70371 0.53362 -0.92 0.85 -0.87 -0.340
C -4.20603 2.04240 1.00893 0.96 -1.31 2.54 -0.117
C -4.47567 2.50360 2.43461 -0.46 -0.25 -0.27 -0.414
C -3.60268 3.31612 1.57045 -0.09 0.48 -1.42 -0.354
H 0.01773 -2.09019 -0.43284 -0.03 -0.02 0.07 0.417
H 2.39362 -0.48980 0.16516 0.00 -0.01 0.03 0.252
H 2.08159 -1.84006 2.19913 -0.01 0.03 -0.02 0.182
H 1.96482 -3.31376 1.20319 -0.01 0.01 -0.01 0.166
H 4.14746 -2.94004 1.97193 0.00 -0.01 -0.01 0.474
H 2.02187 -0.93630 -3.68847 0.01 -0.02 0.01 0.229
H 1.91471 0.10679 -2.23741 -0.01 0.03 -0.03 0.184
H 4.26891 -0.14592 -4.16435 -0.01 0.03 -0.03 0.218
H 3.47697 1.36079 -3.65822 0.00 0.01 0.01 0.224
H 5.69719 0.23791 -2.32240 0.00 -0.02 0.01 0.188
H 4.50138 1.25344 -1.48493 0.01 0.02 -0.02 0.185
H -2.00900 -1.38380 0.26258 0.03 -0.02 0.01 0.205
H -2.90987 -0.69988 2.48271 -0.05 0.01 -0.02 0.210
H -1.85651 0.74424 2.44377 -0.02 0.00 0.02 0.229
H -1.57634 1.61534 -0.12693 -0.01 0.02 -0.06 0.214
H -2.50677 0.56109 -1.23333 -0.01 -0.06 0.00 0.208
H -5.15133 0.60317 -0.47741 0.33 -0.26 -0.07 0.212
H -5.38251 0.22660 1.28618 -0.15 0.11 -0.06 0.216
H -5.48371 2.88353 2.55587 -0.01 -0.04 0.20 0.207
H -4.09604 1.91366 3.26283 0.19 0.24 0.02 0.204
H -2.53575 3.22359 1.74375 0.03 0.04 -0.16 0.215
H -3.89464 4.28132 1.17161 -0.16 0.06 0.33 0.215
```
Positions in Å, forces in eV/Å.

Relative energy (zero: lowest compared OMol25 entry of this formula, charge and spin): 164.0 kcal/mol
HOMO-LUMO gap: 9.61 eV
E_tot: -995.060188 a.u.

=====

No. 2
This record from the Open Molecules 2025 dataset describes one molecule with the formula C15H22N2O5S at a distorted geometry. The level of theory is ωB97M-V with the def2-TZVPD basis set.

The geometry in XYZ format:
```
45
Properties=species:S:1:pos:R:3:forces:R:3:nbo_charge:R:1
C -5.82657 -2.61911 -0.64032 0.02 -1.53 -14.66 -0.174
H -6.23845 -1.89909 -1.35691 -0.79 0.01 0.03 0.163
H -6.41329 -2.99364 -0.05825 -7.11 -4.37 6.36 0.160
H -5.35678 -3.40249 -1.39265 -1.66 0.45 0.87 0.139
O -4.86561 -2.15164 -0.07933 4.51 2.18 14.26 -0.471
C -3.94703 -1.47333 -0.53249 2.74 2.50 8.82 0.777
O -3.87703 -1.49436 -1.61556 2.60 1.09 -18.00 -0.590
C -2.94990 -0.67734 0.24921 -0.47 -2.81 6.12 -0.131
N -1.74268 -0.39888 -0.39259 1.53 -4.10 6.47 -0.668
C -0.44870 -0.77190 0.27804 -4.97 4.77 -6.41 0.833
O -0.48234 -1.04394 1.40360 1.61 -2.23 3.86 -0.600
N 0.47328 -0.28779 -0.59731 5.76 -3.55 4.25 -0.627
C 1.95938 -0.65345 -0.29920 -5.46 2.33 2.44 0.082
C 2.45762 -1.01768 0.97295 -2.01 -0.87 -4.21 -0.187
C 3.79145 -1.18070 1.05006 -5.21 -8.17 14.91 -0.250
C 4.61531 -0.61619 0.41044 11.91 7.33 -12.96 0.247
C 4.23001 -0.10380 -0.80252 -6.09 2.82 -1.09 -0.240
C 2.80066 0.06568 -1.01504 6.14 1.99 -5.88 0.281
O 2.37065 0.83421 -2.25115 -10.26 -8.53 12.89 -0.522
C 3.08344 1.41844 -2.98889 4.95 9.25 -8.72 -0.163
H 2.40971 1.79154 -3.95513 1.60 -0.24 2.22 0.153
H 3.68475 0.76067 -3.42346 3.95 -2.40 -2.57 0.142
H 3.67781 2.28842 -2.57351 -0.42 -0.35 -0.42 0.133
H 4.85163 0.54801 -1.35048 0.89 0.18 -0.75 0.231
O 6.04558 -0.40556 0.16794 0.12 -4.02 7.61 -0.506
C 6.69641 -1.17824 1.52542 -1.75 -1.34 -2.67 -0.295
H 6.28918 -0.91635 2.46437 -0.48 2.00 0.73 0.187
H 7.72683 -0.91158 1.40256 0.43 -0.64 0.12 0.214
H 6.29689 -2.30586 1.67488 1.66 2.03 -1.76 0.199
H 4.18231 -1.70598 2.13725 -1.20 1.32 -2.89 0.191
H 1.75628 -1.43992 1.58050 -1.29 -1.00 2.11 0.248
H 0.36677 0.09445 -1.47827 -0.86 0.58 -1.84 0.426
H -1.71413 -0.02268 -1.21532 -0.05 2.51 -5.83 0.377
H -2.72149 -1.48638 1.19330 -0.09 2.21 -2.36 0.223
C -3.63405 0.52014 0.90677 1.09 2.25 1.09 -0.408
C -2.57938 1.63221 1.74777 -2.38 -4.89 1.07 -0.624
H -1.90997 0.79860 2.09657 -0.36 1.12 0.53 0.252
H -3.14576 2.11016 2.66721 1.32 -0.65 -2.08 0.234
S -1.58182 2.53221 0.68341 -0.30 2.72 -0.13 0.197
C -2.82716 3.99739 0.47627 2.90 -0.85 4.87 -0.661
H -3.52569 3.43739 0.03725 -3.50 -1.36 -1.58 0.196
H -3.10512 4.40641 1.56877 0.76 -0.59 -2.91 0.221
H -2.28887 4.53757 -0.22117 0.55 2.06 -1.00 0.214
H -4.03331 1.02643 0.08676 -0.50 1.62 -1.61 0.182
H -4.55083 0.35796 1.45827 0.18 -0.79 0.72 0.215
```
Positions in Å, forces in eV/Å.

Relative energy (zero: lowest compared OMol25 entry of this formula, charge and spin): 381.5 kcal/mol
HOMO-LUMO gap: 8.76 eV
E_tot: -1468.110295 a.u.

=====

No. 3
This record from the Open Molecules 2025 dataset describes C15H22N2OPYb as an isolated structure at a distorted geometry. The level of theory is ωB97M-V with the def2-TZVPD basis set.

The geometry in XYZ format:
```
42
Properties=species:S:1:pos:R:3:forces:R:3:nbo_charge:R:1
C -0.64844 0.01406 -5.85963 0.89 0.58 0.60 -0.431
C -1.42600 1.14305 -5.46136 0.85 -0.34 0.57 -0.370
C -0.53899 2.12735 -4.92297 0.20 -0.88 -0.08 -0.344
C 0.79514 1.62978 -5.02351 -0.80 -0.48 0.21 -0.327
C 0.74443 0.32170 -5.57357 -1.17 -0.03 -0.04 -0.409
Yb -0.47795 -0.44065 -3.09875 0.30 1.94 -1.34 1.500
P -0.19211 -3.25092 -2.92803 -0.08 -1.83 0.22 -0.085
H -0.99927 -0.86141 -6.39165 -0.02 0.07 0.00 0.220
H -2.49465 1.24240 -5.58542 -0.01 0.05 0.01 0.219
H -0.82628 3.09754 -4.53238 0.04 -0.14 -0.10 0.221
H 1.59030 -0.28942 -5.87187 -0.09 0.11 0.09 0.222
H 1.69774 2.16963 -4.76255 -0.13 -0.09 0.06 0.223
H 0.86618 -4.08830 -3.40602 -0.33 0.47 0.13 0.067
H -1.24846 -4.02261 -3.52089 0.39 0.35 0.20 0.048
H -0.28745 -3.86736 -1.63627 0.05 0.31 -0.46 0.068
C -1.82115 -2.01670 4.07884 -0.12 -0.02 -0.17 -0.624
C -0.44084 -1.46335 4.36168 0.71 0.22 -0.22 -0.208
N 0.00427 -0.43402 3.40557 -0.38 0.10 -0.09 -0.443
C -0.29793 0.94765 3.83115 0.00 -0.38 -0.47 -0.218
C 0.73501 1.47481 4.81499 -0.01 0.09 0.11 -0.618
C 0.31403 -0.85983 2.13885 0.18 0.09 -0.44 0.671
O 0.33009 -2.06525 1.87425 -0.14 0.19 0.16 -0.676
C 0.64545 0.13833 1.05111 -0.97 -2.07 -0.80 -0.191
C 1.30843 1.35148 1.24862 0.71 1.11 1.27 -0.339
C 1.47049 2.21314 0.16292 -0.41 -0.19 -1.74 -0.223
C 1.03353 1.80795 -1.10217 1.10 2.08 1.50 -0.068
N 0.49330 0.58320 -1.31014 -0.66 -1.49 -1.39 -0.777
C 0.32154 -0.24794 -0.25293 0.23 0.61 1.83 0.018
H -2.56786 -1.21757 4.05378 0.01 -0.09 -0.01 0.197
H -2.08847 -2.72027 4.86735 -0.11 -0.01 0.02 0.209
H -1.82479 -2.55037 3.12486 -0.03 0.13 0.12 0.229
H -0.41559 -0.97015 5.33864 0.05 -0.30 -0.02 0.188
H 0.29431 -2.27624 4.33512 -0.15 0.18 0.16 0.221
H -0.36947 1.60403 2.95395 -0.03 -0.31 0.29 0.231
H -1.28150 0.91638 4.31766 0.07 0.13 -0.14 0.188
H 1.74803 1.40441 4.40568 -0.17 -0.01 0.07 0.213
H 0.52193 2.52647 5.03239 0.06 -0.12 0.08 0.213
H 0.69862 0.90904 5.75501 0.10 0.17 -0.18 0.204
H 1.68727 1.61531 2.24205 -0.11 -0.07 -0.57 0.201
H 1.92130 3.19566 0.28088 -0.04 -0.19 -0.04 0.212
H 1.11742 2.45512 -1.97769 0.00 -0.17 0.32 0.194
H -0.09162 -1.24619 -0.45756 0.05 0.22 0.29 0.175
```
Positions in Å, forces in eV/Å.

Spin multiplicity: 2
HOMO-LUMO gap (spin up / spin down): 3.64 / 7.08 eV
E_tot: -2269.471522 a.u.

=====

No. 4
This record from the Open Molecules 2025 dataset describes C15H22N2OPdS3SbSe as an isolated structure at a distorted geometry. The level of theory is ωB97M-V with the def2-TZVPD basis set.

The geometry in XYZ format:
```
46
Properties=species:S:1:pos:R:3:forces:R:3:nbo_charge:R:1
Pd -3.31748 -1.23422 -1.36480 0.76 -0.99 0.44 0.755
S -2.93727 -5.74528 -0.66538 2.03 -2.01 1.25 -1.033
Sb -4.44801 -4.46313 -1.57725 -1.60 2.06 -1.02 0.824
S -4.65244 -2.63618 0.08808 -0.19 0.00 0.31 -0.890
S -3.06887 -2.98332 -3.01518 0.15 0.02 -0.37 -0.888
O -4.66899 -0.49902 -2.14326 -1.54 1.28 -0.93 -0.832
C 3.14176 0.55574 -2.82378 -0.05 -0.14 0.16 -0.607
C 2.54430 -0.59936 -2.01821 -0.02 0.11 -0.25 -0.396
C 1.19003 -1.08668 -2.52763 0.19 0.10 0.18 -0.420
C 0.06817 -0.06324 -2.41712 -0.08 -0.10 -0.38 -0.224
N -0.16271 0.42429 -1.06877 0.17 0.16 0.29 -0.422
C -0.67336 -0.34859 -0.05536 0.05 0.65 0.00 0.250
Se -1.21005 -2.08388 -0.17657 0.46 -0.46 0.45 -0.044
N -0.77656 0.48782 1.03665 0.28 0.04 -0.22 -0.404
C -1.30395 0.09606 2.32302 -0.12 0.01 0.34 -0.235
C -0.26075 0.16177 3.43978 0.15 0.02 -0.18 -0.397
C 0.94475 -0.75634 3.24347 -0.18 -0.19 0.14 -0.393
C 0.59875 -2.24360 3.30982 0.07 0.18 -0.02 -0.621
C -0.36133 1.76972 0.70666 -0.17 -0.46 -0.07 0.118
C -0.32191 2.94571 1.43072 -0.08 -0.02 0.21 -0.238
C 0.13557 4.08388 0.78391 0.04 0.18 0.00 -0.237
C 0.52972 4.04390 -0.54852 0.04 0.18 0.02 -0.234
C 0.47566 2.86750 -1.28052 0.07 -0.02 -0.22 -0.251
C 0.02750 1.73030 -0.63720 -0.11 -0.49 -0.02 0.200
H 4.12360 0.83147 -2.43969 0.09 0.03 0.01 0.196
H 2.51749 1.44601 -2.77839 -0.05 0.06 -0.02 0.195
H 3.25743 0.27291 -3.87016 -0.01 0.01 -0.10 0.195
H 2.45657 -0.30927 -0.96939 0.01 0.00 0.10 0.196
H 3.23780 -1.43985 -2.05913 0.07 -0.08 0.11 0.197
H 0.89864 -1.97506 -1.97537 -0.09 -0.10 0.00 0.258
H 1.27292 -1.38121 -3.57535 -0.05 0.02 -0.10 0.204
H -0.86581 -0.49545 -2.78532 -0.06 -0.09 0.06 0.272
H 0.29492 0.80525 -3.03447 -0.07 0.10 0.01 0.187
H -1.70723 -0.90952 2.21449 -0.02 -0.06 -0.14 0.274
H -2.14560 0.75162 2.55532 -0.04 0.04 0.02 0.204
H -0.75242 -0.09195 4.38107 -0.11 -0.01 0.04 0.201
H 0.09777 1.18967 3.53771 -0.01 0.03 0.05 0.189
H 1.66500 -0.53418 4.03447 0.12 0.09 -0.02 0.184
H 1.43057 -0.52504 2.29385 0.03 0.01 -0.08 0.200
H 0.14157 -2.48548 4.27024 -0.05 -0.03 0.06 0.188
H 1.49735 -2.84934 3.20353 0.07 -0.07 0.00 0.200
H -0.08586 -2.53720 2.51879 -0.10 -0.03 -0.10 0.250
H -0.64688 2.98679 2.46172 0.00 -0.02 -0.02 0.215
H 0.17751 5.02089 1.32488 0.00 0.00 0.00 0.201
H 0.87556 4.95046 -1.02911 0.00 0.00 0.00 0.202
H 0.76656 2.85463 -2.32229 -0.03 -0.03 0.01 0.214
```
Positions in Å, forces in eV/Å.

Spin multiplicity: 2
HOMO-LUMO gap (spin up / spin down): 3.87 / 3.90 eV
Charge: -2
E_tot: -4733.639764 a.u.

=====

- Which value of E_tot does entry 4 give?
  -4733.639764 a.u.

=====

- Which of these has the highest E_tot?
  C15H22N2O4

=====

- Look up the E_tot of the fourth one.
  -4733.639764 a.u.

=====

- Among the records above, which one has the highest E_tot?
  C15H22N2O4